ORCA calculation (wB97M-V/def2-TZVPD) on a molecular structure, C14H26I2N2O3S3TiTl at a distorted geometry.

```
52
Properties=species:S:1:pos:R:3:forces:R:3
Tl -2.00123 -0.03059 -2.13656 -1.2 -0.5 -0.9
I 1.78077 1.26010 3.03297 -0.1 1.3 -1.2
I 1.90743 3.19380 0.92959 0.2 -0.4 1.5
Ti 0.31721 1.22059 0.03317 2.0 -0.5 0.4
S 1.21809 -1.25855 0.10994 1.3 -1.4 0.3
S 0.75476 1.23799 -2.11363 -0.1 -0.1 0.8
S -1.72196 2.12515 -0.06020 -1.4 0.6 -0.1
O -1.37206 -1.38066 0.87136 2.6 1.4 -0.8
O -2.08986 -1.79771 -5.91848 -0.1 1.0 2.0
O -6.01132 -0.96527 -2.62234 2.9 0.6 0.2
N 0.53586 -3.43594 1.60357 0.7 1.5 -1.2
N 2.48493 -2.30704 2.28214 -0.9 1.0 -1.0
C 0.75852 -4.76354 2.17523 -0.1 -0.7 0.7
C -2.14205 2.58369 2.64536 0.7 0.1 -0.1
C 2.40672 -0.46773 -3.48555 -0.4 -0.2 0.1
C 1.43496 -2.46425 1.48102 -0.1 -0.7 1.1
C -0.41837 -0.70918 0.50285 -3.9 -0.7 0.6
C -2.92475 2.20299 1.39737 -0.9 0.4 0.9
C -4.90347 -0.71778 -2.52158 -3.0 -0.6 -0.3
C 2.76264 2.03353 -3.70208 -0.3 0.3 0.0
C 3.52995 0.82247 -1.62322 -0.1 0.0 0.2
C -2.12489 -1.31531 -4.89418 0.1 -0.9 -1.9
C -3.60586 0.84949 1.52396 0.2 -0.6 -0.4
C 2.52121 0.86157 -2.75515 0.9 0.0 -0.7
C -3.90438 3.30593 0.99536 0.2 0.1 -0.4
C 2.65350 -2.96951 3.57973 0.4 -0.4 0.4
H -4.62524 3.46136 1.80286 0.1 -0.1 0.1
H 3.01316 -1.44530 2.12592 0.1 -0.7 0.0
H 3.07677 -3.96260 3.43013 0.1 0.1 0.2
H 3.35050 -0.03334 -0.96065 0.2 0.2 -0.2
H 3.37483 -0.71292 -3.94063 -0.1 0.2 0.0
H 0.50026 -4.75356 3.23566 0.0 -0.2 -0.1
H -2.85095 2.70747 3.47900 0.2 0.0 -0.3
H -4.21168 0.63520 0.63239 0.1 0.0 0.2
H 2.01122 2.06377 -4.50267 0.2 0.0 0.2
H 3.74960 1.93573 -4.16376 0.0 -0.2 0.1
H -0.34023 -3.28382 1.10501 0.3 -0.2 0.1
H 1.79592 -5.08443 2.05886 -0.2 0.1 -0.2
H 0.10529 -5.47339 1.65848 0.2 0.2 0.1
H 4.52844 0.70557 -2.07573 -0.3 0.1 0.2
H 1.64598 -0.43113 -4.27523 0.3 0.0 0.1
H -3.37715 4.25691 0.83852 -0.3 -0.2 0.0
H -2.88368 0.03524 1.67964 -0.4 0.3 0.1
H -1.39663 1.82373 2.91946 -0.3 0.0 0.0
H -4.47245 3.02316 0.09958 0.1 0.2 0.2
H 2.16471 -1.28005 -2.79214 0.0 0.0 -0.1
H 2.75551 2.98550 -3.15614 0.0 -0.1 -0.2
H 1.70911 -3.04491 4.11925 0.0 0.1 -0.2
H -1.60594 3.52964 2.49224 -0.2 -0.1 0.2
H 3.51199 1.74898 -1.03370 0.2 -0.3 -0.3
H 3.34251 -2.37413 4.17777 0.0 -0.1 -0.1
H -4.28821 0.88099 2.38638 0.2 0.1 -0.2
```
Positions in Å, forces in eV/Å.

Results
total charge: +4
gap between HOMO and LUMO (alpha / beta): 0.2322 / 0.1803 hartree
E_LUMO (alpha / beta): -15.238 / -16.433 eV
F_max: 4.0 eV/Å
2S+1: 2

Atomic partial charges in e from the Löwdin method, atoms 1 to 2:
1 Tl 0.8881
2 I 0.5912